Record 1
{
  "formula": "C6H26N2O5",
  "method": "ωB97M-V with the def2-TZVPD basis set",
  "homo_lumo_gap_ha": 0.3417,
  "smiles": "CC(C)NC[C@H](C)N.O.O.O.O.O",
  "total_charge": 0,
  "homo_energy_ev": -8.91,
  "total_energy_ev": -19858.2931,
  "elements": ["O", "O", "O", "O", "O", "N", "N", "C", "C", "C", "C", "C", "C", "H", "H", "H", "H", "H", "H", "H", "H", "H", "H", "H", "H", "H", "H", "H", "H", "H", "H", "H", "H", "H", "H", "H", "H", "H", "H"],
  "coordinates": [[-1.5496, 2.4240, -2.9643], [-1.5308, 2.6933, 2.1216], [-2.1807, 0.5867, -0.2906], [-0.8670, -3.2852, -1.1815], [-3.1525, -2.4214, 0.5115], [0.2453, 0.4125, 2.3845], [1.7303, -0.7808, -0.8648], [0.5593, -0.5299, -0.0185], [2.8989, 1.5189, 0.0512], [1.8060, 1.3100, -2.1305], [0.8441, -0.6590, 1.5640], [2.6320, 0.5259, -1.1652], [0.2877, -1.9935, 2.0818], [1.8476, -0.7761, 1.6158], [-0.5347, -2.3076, 1.4457], [-0.2128, -1.2506, -0.2307], [-1.0613, 2.4420, -2.0532], [-2.3143, -2.7004, 0.0710], [-2.3063, 1.7497, -2.8040], [1.6083, 0.9248, -3.2295], [0.4552, 0.4132, -0.2742], [-0.9300, 1.9967, 1.8387], [0.9310, 1.7207, -1.7792], [-0.0045, -1.7893, 3.0975], [-0.7191, 0.1191, 2.7285], [2.3740, 1.2530, 0.9034], [-0.8859, 3.3103, 2.4973], [-0.4509, -4.0823, -1.0009], [2.4750, 2.5579, -0.1946], [3.5648, 0.1180, -1.4715], [0.7000, 0.5578, 3.3248], [-2.9153, 1.1240, -0.4036], [3.9491, 1.7055, -0.0313], [-1.3703, 1.2212, -0.0939], [2.3196, -1.3611, -0.3209], [1.1031, -2.8278, 2.0788], [-3.0992, -1.4551, 0.2559], [2.4331, 2.1210, -2.3722], [-0.7077, -3.2205, -2.1068]],
  "mulliken_charge": [-0.645, -0.672, -0.518, -0.552, -0.661, -0.644, -0.465, -0.321, -1.279, -1.563, 0.118, 0.222, -1.198, 0.478, 0.262, 0.133, 0.335, 0.320, 0.342, 0.204, -0.069, 0.332, 0.286, 0.441, 0.383, 0.375, 0.305, 0.268, 0.300, 0.628, 0.231, 0.272, 0.377, 0.186, 0.337, 0.292, 0.336, 0.565, 0.259]
}


Record 2
{
  "formula": "C6H15B",
  "method": "ωB97M-V with the def2-TZVPD basis set",
  "homo_lumo_gap_ha": 0.3527,
  "smiles": "CB(C)C(C)(C)C",
  "total_charge": 0,
  "homo_energy_ev": -8.95,
  "total_energy_ev": -7139.3077,
  "elements": ["C", "C", "C", "C", "C", "C", "B", "H", "H", "H", "H", "H", "H", "H", "H", "H", "H", "H", "H", "H", "H", "H"],
  "coordinates": [[-0.4036, -0.6974, -1.7502], [-0.5934, -0.1818, -0.3176], [-1.2341, 1.2668, -0.4532], [2.3597, -0.0768, -0.1683], [0.7940, 0.6742, 1.9571], [-1.4870, -1.2368, 0.5234], [0.6270, 0.2593, 0.4548], [0.0461, 0.1526, -2.3470], [-1.9739, 1.4214, -1.1988], [-2.0486, -0.8953, 1.3682], [1.0017, 1.7646, 2.0298], [0.2747, -1.5944, -1.8699], [-2.1504, -1.7592, -0.2750], [-1.4173, 1.3641, 0.6365], [2.1272, -0.3787, -1.1624], [2.9735, 0.9014, -0.0931], [-0.6676, -1.9796, 0.9197], [-0.1089, 0.3516, 2.4631], [1.6575, 0.2148, 2.5097], [-1.1893, -0.8045, -2.4898], [-0.5862, 2.0490, -0.6750], [2.9161, -0.8592, 0.3819]],
  "mulliken_charge": [-1.717, 1.544, -1.761, -1.150, -0.924, -1.316, 0.066, 0.430, 0.362, 0.346, 0.316, 0.349, 0.333, 0.404, 0.333, 0.272, 0.299, 0.325, 0.256, 0.448, 0.446, 0.338]
}


Record 3
{
  "formula": "H10O5",
  "method": "ωB97M-V with the def2-TZVPD basis set",
  "homo_lumo_gap_ha": 0.3744,
  "smiles": "O.O.O.O.O",
  "total_charge": 0,
  "homo_energy_ev": -10.20,
  "total_energy_ev": -10398.4564,
  "elements": ["O", "O", "O", "O", "O", "H", "H", "H", "H", "H", "H", "H", "H", "H", "H"],
  "coordinates": [[-0.0574, 0.3793, -0.0392], [0.8035, 3.1735, -0.8885], [-2.7830, 0.7802, -0.8570], [0.3456, -1.3363, 2.7284], [1.5318, -1.4755, -1.2953], [0.1679, 3.8566, -1.1406], [-1.7657, 0.6471, -0.9557], [1.0064, -2.2062, -1.1717], [1.0206, -1.9301, 2.6947], [-3.3062, 0.0007, -1.1023], [0.7138, -0.2619, -0.2579], [2.3791, -1.9929, -1.1919], [0.4748, 2.1793, -0.5871], [-0.3021, 0.0758, 0.7211], [-0.2291, -1.8895, 3.3430]],
  "mulliken_charge": [-0.730, -0.691, -0.671, -0.595, -0.656, 0.306, 0.387, 0.313, 0.281, 0.300, 0.375, 0.323, 0.435, 0.300, 0.322]
}